The following is a DFT calculation (ωB97M-V/def2-TZVPD) of C32H15Cl49N4OS as an isolated structure in a non-equilibrium geometry.

Summary:
LUMO level	-0.9292	eV
HOMO	-8.92	eV
gap between HOMO and LUMO	0.29363	Eh

The geometry in XYZ format:
```
102
Properties=species:S:1:pos:R:3:forces:R:3
N 3.652287 -4.252935 0.604762 0.314 -0.027 -0.372
C 2.795928 -3.919244 -0.508455 -0.188 0.152 0.180
C 1.290215 -3.774256 -0.263030 0.011 0.024 -0.047
C 0.447473 -3.464460 -1.299119 0.149 -0.165 -0.076
C 0.974491 -3.235767 -2.698433 -0.355 0.035 0.540
C 0.804398 -1.779456 -3.125520 -0.154 0.083 -0.391
O 0.676647 -1.479960 -4.286132 0.125 -0.052 0.193
C 0.850988 -0.745195 -2.025877 0.346 0.059 -0.085
C 2.101748 -0.325276 -1.578277 -0.196 0.080 0.096
C 2.178440 0.595206 -0.541990 -0.089 0.029 0.092
C 1.026677 1.080174 0.056986 -0.303 0.145 0.061
C -0.223666 0.691753 -0.405669 0.372 -0.233 -0.163
C -0.299549 -0.215215 -1.456271 -0.129 -0.191 0.441
C -0.972820 -3.310267 -1.100497 0.135 -0.182 -0.149
Cl -1.951933 -2.944356 -2.494514 0.032 -0.049 -0.140
C -1.588739 -3.426576 0.098609 -0.165 -0.011 0.476
C -3.042867 -3.210119 0.347631 1.138 -0.537 -0.600
C -3.980221 -3.989583 -0.323364 -1.408 1.588 1.864
C -5.322194 -3.667294 0.054764 1.603 -0.065 0.318
C -5.519242 -2.659721 0.985515 -1.088 0.179 0.308
N -4.609618 -1.908647 1.618297 -0.042 -0.634 -0.681
C -3.375241 -2.217753 1.270320 0.255 0.024 0.043
C -0.728031 -3.751962 1.193764 0.210 0.139 -0.038
N -1.133900 -3.910113 2.451989 -0.178 -0.119 0.218
S 0.159939 -4.258150 3.329730 0.290 -0.062 -0.839
N 1.288382 -4.208653 2.192804 0.234 -0.166 0.119
C 0.691643 -3.924471 1.031057 -0.413 0.086 -0.031
H 3.328046 -5.062877 1.108811 -0.041 0.071 0.140
H 3.758408 -3.480029 1.243356 -0.147 -0.068 0.160
H 2.947843 -4.656846 -1.299682 -0.035 -0.073 0.012
H 3.144300 -2.968006 -0.918939 0.064 0.012 -0.025
H 0.420096 -3.871157 -3.385849 0.179 0.081 -0.286
H 2.033812 -3.473728 -2.759594 0.006 -0.024 -0.106
H 3.004043 -0.705994 -2.043854 -0.023 -0.005 -0.005
H 3.133548 0.953925 -0.181051 -0.448 -0.066 0.082
H 1.093270 1.774000 0.884552 0.074 0.036 -0.009
H -1.128836 1.071830 0.048419 -0.006 0.030 -0.015
H -1.269919 -0.544915 -1.796651 0.003 -0.024 0.040
H -3.666365 -4.725496 -1.043520 -0.041 -0.179 0.134
H -6.200864 -4.140233 -0.340588 0.008 -0.144 0.191
H -6.551674 -2.436367 1.239825 0.021 0.031 0.042
H -2.569994 -1.659128 1.735738 -0.026 0.012 0.024
C -1.694245 -2.754127 7.336281 -0.130 -0.076 -0.086
Cl -2.329934 -4.129557 8.240203 -0.010 -0.015 -0.001
Cl -2.941218 -1.496921 7.238239 0.043 -0.229 -0.061
Cl -0.249161 -2.145123 8.135899 -0.004 0.054 0.018
Cl -1.272621 -3.267388 5.693318 -0.256 0.220 0.444
C -6.565608 -4.904763 -3.900049 0.057 0.005 -0.061
Cl -8.256253 -4.698798 -3.428276 -0.002 0.008 0.008
Cl -6.297007 -6.570521 -4.423231 0.002 0.015 0.013
Cl -6.181710 -3.797265 -5.218753 0.004 0.010 0.010
Cl -5.531852 -4.540006 -2.509502 -0.419 -0.348 -1.543
C -0.895274 2.317940 9.366182 -0.022 0.009 0.035
Cl -1.776854 0.967583 8.648175 0.085 0.256 0.095
Cl -2.032708 3.462745 10.079103 -0.010 -0.082 0.067
Cl 0.192551 1.703700 10.615579 -0.038 0.035 -0.065
Cl 0.049510 3.136225 8.113756 0.007 0.010 -0.012
C -3.820446 7.018069 8.909889 0.011 0.004 -0.005
Cl -2.392199 6.337794 8.130031 0.007 0.070 -0.071
Cl -4.670161 8.072710 7.777264 -0.006 0.002 -0.002
Cl -4.895438 5.708453 9.413063 -0.010 -0.011 0.006
Cl -3.328599 7.949658 10.327592 0.002 0.003 0.013
C 6.910625 0.849440 -0.975393 0.032 0.105 -0.117
Cl 7.639018 0.128894 0.457605 0.037 -0.029 0.000
Cl 7.482515 0.045398 -2.439457 0.100 0.293 -0.058
Cl 5.145695 0.685721 -0.881150 0.758 0.014 -0.119
Cl 7.335588 2.562681 -1.046306 -0.027 -0.014 0.001
C -2.021881 1.718235 -5.226319 0.128 -0.065 0.061
Cl -1.297409 0.964234 -3.806109 -0.208 0.206 -0.308
Cl -1.611142 0.783686 -6.667698 0.011 0.014 -0.014
Cl -3.776968 1.753789 -5.037054 0.085 0.113 0.005
Cl -1.362080 3.350632 -5.372999 -0.173 -0.084 -0.112
C 1.665783 5.854672 -7.275637 0.014 -0.182 0.045
Cl 1.251064 5.501145 -8.949969 0.003 -0.071 0.011
Cl 2.525319 7.402956 -7.207585 0.016 -0.032 0.029
Cl 0.195530 5.957188 -6.303884 -0.006 0.289 -0.050
Cl 2.679039 4.563269 -6.626064 -0.193 -0.100 -0.238
C 8.293899 -3.908581 -1.336692 -0.006 -0.012 0.006
Cl 7.918411 -5.491459 -0.652723 0.000 0.005 -0.004
Cl 6.874667 -2.868674 -1.248468 -0.160 -0.365 0.114
Cl 9.618136 -3.171351 -0.427627 0.011 0.012 0.005
Cl 8.778020 -4.095229 -3.027117 0.007 0.001 -0.011
C -6.861528 0.406707 -2.490522 0.102 -0.031 0.026
Cl -6.218887 1.789468 -1.601281 0.007 -0.004 -0.005
Cl -8.542243 0.131853 -2.022856 0.001 -0.014 -0.005
Cl -6.776884 0.732126 -4.224888 -0.167 -0.034 -0.024
Cl -5.903011 -1.031348 -2.118675 -0.022 0.043 -0.020
C 2.754000 0.719640 13.762055 0.021 -0.019 0.019
Cl 2.119165 -0.299606 12.462848 0.030 -0.020 0.042
Cl 1.971221 2.300228 13.709176 -0.008 0.006 -0.006
Cl 2.429159 -0.047130 15.318276 -0.002 -0.007 0.007
Cl 4.495535 0.916965 13.552688 0.009 0.000 -0.004
C -0.963526 8.082391 -11.486631 0.000 0.008 0.011
Cl -2.674383 8.443087 -11.244085 -0.014 -0.001 0.000
Cl -0.763254 6.343259 -11.740592 -0.006 0.013 -0.010
Cl -0.372635 8.951728 -12.905358 0.004 0.003 -0.012
Cl -0.048443 8.586491 -10.064673 -0.016 0.043 -0.014
C 5.668427 5.035366 -3.805226 -0.061 -0.025 0.019
Cl 4.660306 4.782492 -2.375638 -0.018 0.004 0.002
Cl 5.926790 3.486292 -4.618376 -0.006 -0.020 -0.003
Cl 4.851098 6.143807 -4.905660 0.302 0.188 0.217
Cl 7.227521 5.706408 -3.314723 0.008 0.005 0.002
```
Positions in Å, forces in eV/Å.


The following is a DFT calculation (ωB97M-V/def2-TZVPD) of C32H18BrF10N3O4PS2V as an isolated structure in a non-equilibrium geometry.

Summary:
LUMO level (alpha / beta)	-3.4361 / -3.6963	eV
total charge	+1
HOMO (alpha / beta)	-11.32 / -11.80	eV
gap between HOMO and LUMO (alpha / beta)	0.28982 / 0.29767	Eh
multiplicity	4

The geometry in XYZ format:
```
72
Properties=species:S:1:pos:R:3:forces:R:3
V 0.092132 -0.606254 0.483841 -0.994 0.616 0.670
F 1.896462 1.925457 3.663516 -0.078 0.014 0.113
C 0.706875 1.799397 4.260253 0.170 -0.302 -0.175
F 0.869716 1.303085 5.468084 0.045 0.106 0.208
F 0.105285 2.967262 4.305337 0.046 0.386 0.108
S -0.381257 0.694907 3.277858 0.133 -0.262 -0.583
O -0.032045 1.041647 1.869208 -0.168 -0.330 0.836
O -1.724889 0.928926 3.686501 0.277 0.088 -0.068
N 0.267921 -0.717415 3.602635 -0.463 0.001 -0.124
S -0.481811 -1.972561 2.993608 -0.061 0.129 -0.198
O 0.177512 -2.428190 1.748385 -0.414 0.557 0.556
O -1.907945 -1.849747 2.897574 0.342 -0.261 0.169
C -0.023919 -3.263361 4.214514 0.166 0.255 -0.194
F -0.708068 -4.345228 3.901423 -0.044 -0.350 0.082
F -0.326642 -2.849171 5.425350 -0.063 -0.103 0.197
F 1.281537 -3.501114 4.126673 -0.085 -0.071 0.084
C -0.550194 -3.647660 -2.561002 -0.105 0.044 -0.100
C -0.699415 -2.429329 -1.892774 0.054 -0.026 0.092
N 0.183043 -1.983428 -1.013783 0.269 -1.041 -0.808
C 1.308199 -2.726569 -0.817724 0.217 0.408 0.386
C 1.506091 -3.982000 -1.371480 0.078 -0.185 -0.167
C 0.529817 -4.438641 -2.275218 0.083 -0.240 -0.029
C 2.683182 -4.730427 -1.009478 -0.195 -0.112 -0.232
C 3.614359 -4.205138 -0.195087 0.231 0.103 0.159
C 3.471776 -2.871524 0.330146 0.298 -0.085 -0.013
C 4.437563 -2.233779 1.131683 0.137 -0.222 -0.013
C 4.219403 -0.956369 1.571795 0.074 0.121 0.046
C 3.020042 -0.317707 1.248370 -0.217 -0.141 -0.144
N 2.084279 -0.894826 0.506269 1.346 -0.365 0.170
C 2.328891 -2.148782 0.030581 -0.546 0.153 -0.282
H -1.301334 -3.958300 -3.274612 0.019 0.011 0.045
H -1.567952 -1.810451 -2.071624 -0.091 0.042 0.026
H 0.640327 -5.410301 -2.746444 0.019 0.085 0.045
H 2.805671 -5.729746 -1.412259 -0.023 0.078 0.004
H 4.497444 -4.776534 0.069384 -0.052 0.069 -0.009
H 5.351225 -2.758235 1.392688 -0.077 0.029 -0.029
H 4.949818 -0.438115 2.178631 -0.044 -0.027 -0.020
H 2.802558 0.672479 1.620094 -0.069 0.075 0.046
F -1.275671 0.842265 -6.747266 0.012 -0.019 -0.044
C -1.165110 0.910452 -5.431665 -0.106 -0.019 -0.401
C -2.265582 1.195249 -4.662543 -0.248 0.017 -0.167
F -3.440038 1.400375 -5.241466 0.000 0.013 0.020
C -2.144628 1.275366 -3.289341 0.048 0.004 0.219
F -3.271102 1.586496 -2.645533 0.112 0.029 0.297
C -0.931861 1.067065 -2.637157 -0.064 -0.019 -0.020
P -0.664962 1.247839 -0.821013 -0.155 1.054 -1.107
C -2.291186 1.239322 -0.016415 0.071 -0.041 0.017
C -2.789565 -0.031091 0.267573 -0.148 0.078 0.110
C -3.931757 -0.195116 1.040743 0.054 -0.052 -0.034
C -4.576949 0.921322 1.541725 -0.019 0.113 0.012
C -4.072539 2.191937 1.280405 -0.028 -0.027 0.049
C -2.927206 2.354117 0.517003 -0.035 0.073 -0.006
C -0.029499 2.949968 -0.753204 -0.074 -0.039 0.097
C -0.723922 3.981156 -1.383594 -0.026 0.111 -0.107
C -0.270631 5.288908 -1.290160 0.000 0.006 0.003
C 0.884489 5.572646 -0.569185 -0.028 0.005 -0.024
C 1.592315 4.547683 0.043554 -0.007 0.038 -0.016
C 1.135617 3.241380 -0.050200 0.022 -0.115 0.009
C 0.170706 0.763654 -3.454498 -0.056 -0.050 0.257
Br 1.895258 0.435492 -2.769429 0.007 0.118 0.147
C 0.051713 0.690813 -4.823747 0.261 -0.077 -0.089
F 1.092595 0.403430 -5.596765 0.034 -0.006 0.009
H -2.303217 -0.918614 -0.127974 0.072 -0.196 -0.101
H -4.297141 -1.188230 1.264866 0.021 0.015 -0.005
H -5.462601 0.804164 2.154461 0.053 0.018 -0.040
H -4.566841 3.064682 1.691548 0.029 -0.066 -0.027
H -2.527407 3.346499 0.351404 -0.016 -0.046 0.004
H -1.623935 3.769500 -1.953048 0.038 0.010 0.045
H -0.820268 6.087263 -1.777920 0.064 -0.087 0.051
H 1.234292 6.595324 -0.490305 -0.015 -0.065 -0.014
H 2.498901 4.765727 0.596310 -0.060 -0.017 -0.047
H 1.692076 2.440713 0.419934 -0.030 -0.005 0.047
```
Positions in Å, forces in eV/Å.


Molar mass (g/mol)
2240.76; 924.45
E_tot (a.u.)
-24470.07206; -7349.72773